Density functional theory data (the ωB97M-V functional and the def2-TZVPD basis) for one molecule with the formula C6H9P at a distorted geometry.

```
16
Properties=species:S:1:pos:R:3
C -0.1473 -0.9302 0.6479
C -1.1104 -0.0404 0.4964
C 0.9686 -0.9875 -0.2687
C -1.1335 1.0631 -0.4863
C 1.8876 -2.1741 -0.2768
C -1.0444 2.4476 0.1648
P 1.0487 0.2752 -1.4003
H -0.2052 -1.6505 1.4055
H -1.8716 0.1854 1.2334
H -1.5807 1.0249 -1.3970
H 1.8255 -2.5944 0.6968
H 2.8849 -2.0095 -0.6082
H 1.4979 -2.8576 -1.0432
H -0.6968 2.3238 1.1876
H -2.0344 2.9354 0.1324
H -0.2890 2.9887 -0.4842
```

Results
HOMO-LUMO gap (alpha / beta)	6.4 / 6.4	eV
multiplicity	3
<S²>	2.030
lowest unoccupied orbital energy (alpha / beta)	0.020 / -0.064	Ha

Computed Mulliken charges, given in elementary charges:
1. C -0.507
2. C -0.455
3. C 0.644
4. C -0.588
5. C -1.252
6. C -1.022
7. P -0.065
8. H 0.350
9. H 0.356
10. H 0.577
11. H 0.325
12. H 0.401
13. H 0.289
14. H 0.333
15. H 0.309
16. H 0.303

Density functional theory data (the ωB97M-V functional and the def2-TZVPD basis) for one molecule with the formula C2H3BrO2 at a distorted geometry.

```
8
Properties=species:S:1:pos:R:3
C 0.1087 -0.7188 -0.0209
C 0.0095 0.7650 -0.1792
O -0.5933 -1.1550 1.0499
O -1.0689 -1.3074 -0.2714
Br 1.5011 1.5828 0.6182
H 0.9820 -1.4252 -0.2025
H -1.0097 1.0461 0.2762
H 0.0705 1.2125 -1.2701
```

Results
HOMO-LUMO gap	11.3	eV
multiplicity	1
lowest unoccupied orbital energy	0.029	Ha

Computed Mulliken charges, given in elementary charges:
1. C 0.244
2. C -0.518
3. O -0.265
4. O -0.264
5. Br -0.126
6. H 0.359
7. H 0.281
8. H 0.288

Density functional theory data (the ωB97M-V functional and the def2-TZVPD basis) for one molecule with the formula C5H5N3 at a distorted geometry.

```
13
Properties=species:S:1:pos:R:3
C 1.6052 0.4274 0.5022
C 0.5919 1.4987 0.4180
C -1.4691 0.7171 -0.6569
C 1.6361 -0.7202 -0.1138
C -1.8836 -0.3354 -0.0001
N -0.5466 1.6221 -0.1402
N 1.6398 -1.8876 -0.4162
N -2.4812 -1.1095 0.7274
H 2.5458 0.9192 0.9912
H 0.8038 2.4913 0.7591
H -2.0189 0.8277 -1.6519
H 1.7515 -2.4009 -1.2585
H -2.1747 -2.0498 0.8395
```

Results
HOMO-LUMO gap	8.3	eV
multiplicity	1
lowest unoccupied orbital energy	0.023	Ha

Computed Mulliken charges, given in elementary charges:
1. C -0.745
2. C 0.069
3. C -0.413
4. C 0.645
5. C 0.492
6. N -0.567
7. N -0.416
8. N -0.501
9. H 0.227
10. H 0.393
11. H 0.252
12. H 0.288
13. H 0.275

Density functional theory data (the ωB97M-V functional and the def2-TZVPD basis) for a 2-piece molecular cluster, C6H17N3 overall at a distorted geometry.

```
26
Properties=species:S:1:pos:R:3
C -1.9415 -0.3102 -0.1538
C -2.9640 -0.2412 0.8320
C 1.7940 -2.6502 -0.2124
C 0.8955 3.1691 0.0096
C 0.9240 -1.7246 0.7587
C 0.5854 1.8370 -0.6837
N -1.9223 -0.8167 -1.3437
N 0.7449 -0.5552 -0.2005
N 1.2158 0.6318 0.2085
H -4.0355 0.0491 0.6124
H -2.9280 -1.1986 1.4126
H -2.6033 0.5075 1.6200
H 1.4180 -3.5683 -0.2618
H 2.0106 -2.2382 -1.2360
H 2.8541 -2.7038 0.2159
H 0.3176 4.0265 -0.3383
H 0.4955 3.0490 1.0167
H 1.9939 3.3914 -0.0595
H 1.3003 -1.4446 1.7658
H -0.1943 -2.0429 0.8074
H 0.9718 1.7788 -1.6843
H -0.5084 1.6577 -0.7009
H -2.6626 -1.2941 -1.6957
H -1.1104 -0.8498 -1.9558
H 1.1765 0.6863 1.2436
H 2.1723 0.8542 0.0233
```

Results
HOMO-LUMO gap (alpha / beta)	8.1 / 9.7	eV
multiplicity	1
lowest unoccupied orbital energy (alpha / beta)	-0.367 / -0.334	Ha
charge	+2

Computed Mulliken charges, given in elementary charges:
1. C 0.446
2. C -1.000
3. C -1.078
4. C -1.160
5. C -0.256
6. C -0.109
7. N -0.099
8. N -0.268
9. N -0.131
10. H 0.405
11. H 0.313
12. H 0.314
13. H 0.385
14. H 0.329
15. H 0.315
16. H 0.375
17. H 0.372
18. H 0.346
19. H 0.500
20. H 0.154
21. H 0.375
22. H 0.155
23. H 0.220
24. H 0.282
25. H 0.474
26. H 0.341

In the order shown, the computed energy relative to the best compared isomer or geometry (same formula, charge and spin) values come out to 15.43, 101.21, 80.10, 121.96 kcal/mol.